1.
The following is a quantum chemistry calculation of C29H33MoNO4P2S2 as an isolated structure, from OMol25.

Values from the calculation:
2S+1   2
E_HOMO (spin up / spin down)   -17.034 / -17.020 eV
Net charge   +3
Energy relative to the best compared isomer or geometry (same formula, charge and spin)   17.6 kcal/mol
Orbital gap (spin up / spin down)   5.7 / 6.1 eV

```
72
C29H33MoNO4P2S2 | OMol25 | ωB97M-V/def2-TZVPD
Mo 0.07331 -0.24417 -0.35868
C -1.38982 6.09616 -0.95527
C -1.08613 5.00277 -1.94572
O -0.50904 3.81797 -1.26084
P -1.26993 2.53814 -0.86467
S -0.45022 1.69128 0.87426
S -0.97757 1.03487 -2.23308
O -2.74836 2.95922 -0.62278
C -3.84399 2.16652 -0.08172
C -4.78708 3.09585 0.65698
H -1.72021 6.96743 -1.51784
H -0.50410 6.36179 -0.38404
H -2.18263 5.80224 -0.27081
H -0.30323 5.29827 -2.64634
H -1.97712 4.69387 -2.49417
H -3.42561 1.40271 0.58840
H -4.35025 1.69491 -0.92716
H -4.27172 3.63042 1.45072
H -5.58691 2.51189 1.10445
H -5.24027 3.80983 -0.02611
O -0.02799 -1.83935 -1.77210
C 0.35896 -2.23038 -0.69284
C 0.70667 -3.39130 0.02921
C 0.91342 -4.69183 -0.46947
C 1.22962 -5.69984 0.42410
C 1.34216 -5.44162 1.78884
C 1.14306 -4.15757 2.29338
C 0.82615 -3.13475 1.42140
P 0.48814 -1.39706 1.88323
C -1.16325 -1.44925 2.62346
C -2.06174 -2.47349 2.30955
C -3.30987 -2.49468 2.91489
C -3.66819 -1.49196 3.80561
C -2.79222 -0.44826 4.07361
C -1.54165 -0.41763 3.48243
C 1.64361 -1.13818 3.25205
C 2.93066 -0.66427 2.99758
C 3.85827 -0.63897 4.02403
C 3.51304 -1.09742 5.28786
C 2.23552 -1.57993 5.53346
C 1.28894 -1.59166 4.52544
H 0.83583 -4.89473 -1.52863
H 1.38723 -6.70461 0.05852
H 1.58047 -6.24237 2.47556
H 1.23725 -3.96989 3.35247
H -1.76222 -3.27655 1.64592
H -3.98660 -3.30747 2.70303
H -4.62708 -1.52711 4.29800
H -3.07800 0.33821 4.75428
H -0.84330 0.37983 3.70543
H 3.20129 -0.33995 1.99950
H 4.85604 -0.27493 3.83856
H 4.24144 -1.08192 6.08375
H 1.97784 -1.95390 6.51262
H 0.28979 -1.95424 4.72586
O -2.29131 -0.93473 -0.20650
H -2.81077 -1.10720 -1.00657
H -2.71415 -1.42848 0.52445
C 5.95274 1.41133 -2.17627
C 4.62168 0.98044 -1.72378
C 3.82081 0.10454 -2.47373
C 2.55969 -0.22966 -2.04047
N 2.02192 0.22454 -0.88509
C 2.79155 1.06227 -0.15062
C 4.05608 1.44761 -0.52674
H 6.41843 0.67747 -2.83141
H 6.60900 1.64319 -1.33934
H 5.85377 2.33707 -2.75357
H 4.19013 -0.31085 -3.39993
H 1.94991 -0.88824 -2.65392
H 2.36331 1.43817 0.77747
H 4.61457 2.11863 0.10878
```

The computed Löwdin charges, all in e, follow: atom 1 (Mo): 1.1028, atom 2 (C): -0.0481, atom 3 (C): -0.1887, atom 4 (O): -0.2867, atom 5 (P): 0.0539, atom 6 (S): 0.4629, atom 7 (S): 0.4406, atom 8 (O): -0.2796, atom 9 (C): -0.2348, atom 10 (C): -0.0402, atom 11 (H): 0.1028, atom 12 (H): 0.0921, atom 13 (H): 0.0790, atom 14 (H): 0.1352, atom 15 (H): 0.1241, atom 16 (H): 0.0899, atom 17 (H): 0.1328, atom 18 (H): 0.0887, atom 19 (H): 0.0947, atom 20 (H): 0.0951, atom 21 (O): -0.0035, atom 22 (C): -0.3789, atom 23 (C): -0.1982, atom 24 (C): 0.0507, atom 25 (C): 0.0012, atom 26 (C): 0.0312, atom 27 (C): -0.0090, atom 28 (C): -0.2656, atom 29 (P): 1.0430, atom 30 (C): -0.3963, atom 31 (C): -0.1155, atom 32 (C): -0.0412, atom 33 (C): -0.0228, atom 34 (C): -0.0298, atom 35 (C): -0.1139, atom 36 (C): -0.3541, atom 37 (C): -0.0827, atom 38 (C): -0.0404, atom 39 (C): -0.0215, atom 40 (C): -0.0304, atom 41 (C): -0.0880, atom 42 (H): 0.1416, atom 43 (H): 0.1354, atom 44 (H): 0.1386, atom 45 (H): 0.1210, atom 46 (H): 0.1162, atom 47 (H): 0.1258, atom 48 (H): 0.1269, atom 49 (H): 0.1256, atom 50 (H): 0.1069, atom 51 (H): 0.0801, atom 52 (H): 0.1202, atom 53 (H): 0.1271, atom 54 (H): 0.1264, atom 55 (H): 0.1143, atom 56 (O): -0.1307, atom 57 (H): 0.0957, atom 58 (H): 0.0635, atom 59 (C): -0.0027, atom 60 (C): -0.2017, atom 61 (C): 0.0403, atom 62 (C): -0.0891, atom 63 (N): -0.1484, atom 64 (C): -0.1351, atom 65 (C): 0.0322, atom 66 (H): 0.1050, atom 67 (H): 0.1046, atom 68 (H): 0.1230, atom 69 (H): 0.1412, atom 70 (H): 0.1199, atom 71 (H): 0.0847, atom 72 (H): 0.1404

=====

2.
The following is a quantum chemistry calculation of C29H33N2O3Tl as an isolated structure, from OMol25.

Values from the calculation:
E_HOMO (spin up / spin down)   -13.409 / -13.394 eV
Net charge   +2
Orbital gap (spin up / spin down)   5.8 / 4.4 eV

```
68
C29H33N2O3Tl | OMol25 | ωB97M-V/def2-TZVPD
Tl -0.72839 -1.69227 -1.28399
C 3.02873 1.36104 -1.22469
C 3.32221 0.14439 -2.04771
C 4.06649 0.20906 -3.19696
C 4.30292 -0.94091 -3.96354
C 3.78452 -2.18113 -3.58381
C 3.02890 -2.31309 -2.44233
C 2.47999 -3.65027 -2.04577
C 2.83409 -1.14417 -1.63797
N 2.11368 -1.22926 -0.49596
C 2.47700 -1.23729 0.72428
C 3.90195 -1.37428 1.14943
C 1.40041 -1.17507 1.76725
C 1.75564 -1.04111 3.21861
N 0.20344 -1.27182 1.36354
C -0.92427 -1.27972 2.20034
C -1.44591 -2.50845 2.63659
C -0.77192 -3.81392 2.30804
C -2.60083 -2.48937 3.40698
C -3.22701 -1.29793 3.72821
C -2.69875 -0.09476 3.28394
C -1.54416 -0.06120 2.52072
C -0.92801 1.24059 2.08696
H 3.25284 2.26451 -1.78649
H 3.64713 1.37510 -0.32326
H 1.98229 1.38355 -0.91676
H 4.47091 1.16069 -3.51577
H 4.88590 -0.86503 -4.87240
H 3.98320 -3.05678 -4.18820
H 3.23854 -4.42171 -2.17605
H 1.64455 -3.92025 -2.69647
H 2.13448 -3.67120 -1.01452
H 4.55213 -1.54384 0.29370
H 3.99758 -2.20912 1.84620
H 4.23415 -0.47656 1.67346
H 2.74922 -0.63403 3.38204
H 1.70735 -2.02352 3.69711
H 1.02279 -0.41137 3.72098
H -0.07396 -3.72483 1.47550
H -1.51293 -4.57243 2.05668
H -0.22361 -4.19122 3.17460
H -3.01731 -3.42583 3.75772
H -4.12465 -1.29906 4.33172
H -3.18827 0.83555 3.54692
H -1.67977 2.02914 2.05144
H -0.45627 1.15398 1.10853
H -0.16209 1.55655 2.80173
C -0.39522 5.81760 -1.44205
O -1.77900 5.48964 -1.34843
C -2.12971 4.20887 -1.32160
C -3.52021 3.96959 -1.12133
C -4.01488 2.67707 -1.01187
C -3.19508 1.57245 -1.10268
C -3.69479 0.19572 -0.86530
C -5.13043 -0.13486 -1.15519
O -2.94676 -0.67677 -0.45273
C -1.75886 1.79077 -1.38593
O -0.96169 0.84504 -1.55133
C -1.28504 3.14265 -1.47849
H -0.33022 6.89161 -1.30776
H 0.00840 5.54589 -2.41901
H 0.16766 5.31294 -0.65331
H -4.17374 4.82853 -1.04238
H -5.06981 2.55782 -0.80891
H -5.77029 0.72855 -1.29751
H -5.51809 -0.76593 -0.35581
H -5.15986 -0.73525 -2.06769
H -0.23733 3.26672 -1.71125
```

The computed Löwdin charges, all in e, follow: atom 1 (Tl): 1.0336, atom 2 (C): 0.0013, atom 3 (C): -0.1568, atom 4 (C): 0.0112, atom 5 (C): 0.0381, atom 6 (C): 0.0084, atom 7 (C): -0.1643, atom 8 (C): -0.0188, atom 9 (C): -0.1615, atom 10 (N): 0.1531, atom 11 (C): -0.1905, atom 12 (C): 0.0329, atom 13 (C): -0.2366, atom 14 (C): 0.0286, atom 15 (N): 0.0872, atom 16 (C): -0.2341, atom 17 (C): -0.2035, atom 18 (C): -0.0261, atom 19 (C): -0.0271, atom 20 (C): -0.0513, atom 21 (C): -0.0327, atom 22 (C): -0.2206, atom 23 (C): -0.0210, atom 24 (H): 0.0965, atom 25 (H): 0.0989, atom 26 (H): 0.0791, atom 27 (H): 0.1343, atom 28 (H): 0.1348, atom 29 (H): 0.1389, atom 30 (H): 0.1056, atom 31 (H): 0.0968, atom 32 (H): 0.0719, atom 33 (H): 0.1004, atom 34 (H): 0.1163, atom 35 (H): 0.1087, atom 36 (H): 0.0838, atom 37 (H): 0.1136, atom 38 (H): 0.0960, atom 39 (H): 0.0557, atom 40 (H): 0.0916, atom 41 (H): 0.0943, atom 42 (H): 0.1251, atom 43 (H): 0.1147, atom 44 (H): 0.1205, atom 45 (H): 0.0877, atom 46 (H): 0.0585, atom 47 (H): 0.0900, atom 48 (C): -0.0348, atom 49 (O): -0.0334, atom 50 (C): -0.2667, atom 51 (C): 0.1038, atom 52 (C): 0.0198, atom 53 (C): -0.0296, atom 54 (C): -0.3580, atom 55 (C): 0.0302, atom 56 (O): -0.0981, atom 57 (C): -0.3320, atom 58 (O): -0.1346, atom 59 (C): 0.0797, atom 60 (H): 0.1053, atom 61 (H): 0.1042, atom 62 (H): 0.1000, atom 63 (H): 0.1442, atom 64 (H): 0.1244, atom 65 (H): 0.0758, atom 66 (H): 0.1072, atom 67 (H): 0.1115, atom 68 (H): 0.1175

=====

3.
The following is a quantum chemistry calculation of C29H33N3O4PPdS2 as an isolated structure, from OMol25.

Values from the calculation:
2S+1   3
E_HOMO (spin up / spin down)   -10.621 / -11.242 eV
Net charge   +1
Orbital gap (spin up / spin down)   7.5 / 7.1 eV

```
73
C29H33N3O4PPdS2 | OMol25 | ωB97M-V/def2-TZVPD
Pd -0.43474 -0.13542 -0.89592
C 0.38998 4.41506 -1.96639
O 1.24343 3.52994 -2.75727
C 0.75965 2.30809 -2.53900
N -0.32904 2.16421 -1.90108
C -0.81850 3.53079 -1.61667
C -1.37405 3.69072 -0.22323
C -1.20111 4.87422 0.48977
C -1.78553 5.03768 1.73830
C -2.54665 4.01639 2.28988
C -2.72706 2.83535 1.58289
C -2.15435 2.68236 0.33041
C 1.54263 1.16315 -3.06734
C 2.71116 1.25423 -3.80629
C 3.31866 0.06717 -4.20043
C 2.76742 -1.15655 -3.83600
C 1.60704 -1.13157 -3.08230
N 1.01310 -0.00035 -2.73519
C 0.90057 -2.30756 -2.52425
N 0.00599 -2.17745 -1.62978
C -0.54131 -3.50734 -1.33576
C 0.29531 -4.43017 -2.25984
O 1.20112 -3.51760 -2.96779
C -2.02751 -3.59220 -1.55815
C -2.77789 -2.51654 -2.00454
C -4.15100 -2.63879 -2.18304
C -4.78312 -3.84194 -1.91509
C -4.03541 -4.92695 -1.47167
C -2.66805 -4.80145 -1.29573
H 0.14983 5.27619 -2.58256
H 0.96607 4.72041 -1.09385
H -1.63025 3.72124 -2.32661
H -0.62445 5.69210 0.07555
H -1.65196 5.96730 2.27515
H -2.99953 4.14301 3.26453
H -3.31173 2.02903 2.00542
H -2.32915 1.76498 -0.22257
H 3.12722 2.21850 -4.05866
H 4.23015 0.09591 -4.78144
H 3.22315 -2.09522 -4.11563
H -0.33241 -3.71282 -0.28289
H -0.30921 -4.92934 -3.01299
H 0.91150 -5.15031 -1.72869
H -2.29703 -1.57192 -2.24519
H -4.72146 -1.79086 -2.53759
H -5.85176 -3.93687 -2.05061
H -4.52023 -5.87003 -1.25861
H -2.09856 -5.65351 -0.93918
C 3.34185 -1.64873 2.95149
C 1.91564 -2.10217 3.16399
C 1.46436 -3.16687 2.18901
O 1.01060 -0.95269 3.15371
P 0.33275 -0.18389 1.96792
S -1.27271 -1.09908 1.20755
S 1.60941 0.16398 0.45154
O -0.19212 1.12212 2.64617
C 0.48423 2.19374 3.38101
C 0.95494 1.70274 4.73215
C 1.57241 2.84288 2.55669
H 4.00582 -2.47348 3.21265
H 3.58524 -0.80345 3.59450
H 3.52750 -1.36960 1.91423
H 1.80370 -2.46072 4.18721
H 1.51378 -2.79019 1.16410
H 0.44555 -3.49171 2.39366
H 2.13038 -4.02700 2.26996
H -0.33256 2.90149 3.51283
H 1.73366 0.94821 4.63208
H 0.13184 1.28056 5.30650
H 1.36593 2.54725 5.28711
H 2.45561 2.20758 2.46956
H 1.86749 3.76727 3.05538
H 1.21375 3.08649 1.55700
```

The computed Löwdin charges, all in e, follow: atom 1 (Pd): 0.5962, atom 2 (C): -0.0497, atom 3 (O): 0.0404, atom 4 (C): -0.3371, atom 5 (N): 0.1224, atom 6 (C): -0.2253, atom 7 (C): -0.1862, atom 8 (C): -0.0395, atom 9 (C): -0.0700, atom 10 (C): -0.0859, atom 11 (C): -0.0705, atom 12 (C): -0.0574, atom 13 (C): -0.1771, atom 14 (C): 0.0455, atom 15 (C): -0.0019, atom 16 (C): 0.0442, atom 17 (C): -0.1674, atom 18 (N): 0.0831, atom 19 (C): -0.3096, atom 20 (N): 0.0492, atom 21 (C): -0.2445, atom 22 (C): -0.0162, atom 23 (O): 0.0568, atom 24 (C): -0.2035, atom 25 (C): -0.0541, atom 26 (C): -0.0663, atom 27 (C): -0.0731, atom 28 (C): -0.0652, atom 29 (C): -0.0348, atom 30 (H): 0.1377, atom 31 (H): 0.1266, atom 32 (H): 0.1635, atom 33 (H): 0.1104, atom 34 (H): 0.1093, atom 35 (H): 0.1105, atom 36 (H): 0.1137, atom 37 (H): 0.0808, atom 38 (H): 0.1302, atom 39 (H): 0.1234, atom 40 (H): 0.1307, atom 41 (H): 0.1292, atom 42 (H): 0.1362, atom 43 (H): 0.1338, atom 44 (H): 0.0834, atom 45 (H): 0.1082, atom 46 (H): 0.1083, atom 47 (H): 0.1096, atom 48 (H): 0.1222, atom 49 (C): -0.0530, atom 50 (C): -0.4200, atom 51 (C): -0.0744, atom 52 (O): -0.2823, atom 53 (P): -0.0947, atom 54 (S): 0.3725, atom 55 (S): 0.3960, atom 56 (O): -0.3039, atom 57 (C): -0.4084, atom 58 (C): -0.0359, atom 59 (C): -0.0643, atom 60 (H): 0.0920, atom 61 (H): 0.0844, atom 62 (H): 0.0491, atom 63 (H): 0.1479, atom 64 (H): 0.0478, atom 65 (H): 0.0777, atom 66 (H): 0.0937, atom 67 (H): 0.1261, atom 68 (H): 0.0704, atom 69 (H): 0.0935, atom 70 (H): 0.0932, atom 71 (H): 0.0678, atom 72 (H): 0.0937, atom 73 (H): 0.0610

=====

| no. | E_tot (hartree) |
| --- | --- |
| 1 | -3027.06492 |
| 2 | -1632.00954 |
| 3 | -2855.63580 |